# 1
# C15H18

2 unconnected molecules or ions with the total composition C15H18 at a distorted geometry (ωB97M-V/def2-TZVPD, the OMol25 dataset).

Last column: Mulliken charge in e.
CARTESIAN COORDINATES (ANGSTROEM)
C: 0.1501 3.5406 -2.4033  -1.2983
C: 1.7451 -0.4520 -2.5214  -0.3295
C: 2.5212 0.6659 -2.8321  -0.3182
C: 0.4457 -0.1839 -2.0563  -0.2444
C: 2.0226 1.9201 -2.9561  -0.4337
C: -0.1479 1.0443 -2.3029  -0.4617
C: 0.6824 2.1952 -2.5989  1.0016
H: 2.0431 -1.5263 -2.5572  0.3837
H: 3.5397 0.4104 -3.0455  0.4052
H: -0.0337 -1.0226 -1.5829  0.3721
H: 2.5733 2.8410 -3.3549  0.3207
H: -1.1306 1.1292 -2.1321  0.5344
H: 0.1585 3.7743 -1.2422  0.2919
H: -0.8878 3.7763 -2.7676  0.3645
H: 0.7957 4.3566 -2.6565  0.4030
C: -0.2064 -2.8230 2.3884  -0.4889
C: -0.5168 -3.8188 1.2987  -1.2543
C: -0.7269 -1.3551 2.2827  0.6071
C: -0.1478 -0.4978 3.2141  -0.4920
C: -1.7463 -0.8978 1.5121  -0.5334
C: -0.4338 0.8799 3.0828  -0.3108
C: -1.9224 0.4930 1.1976  -0.7168
C: -1.2772 1.3730 2.0984  -0.4867
H: -0.7677 -3.4237 3.1919  0.2392
H: 0.8760 -2.7489 2.6152  0.3672
H: -0.5131 -3.5048 0.2812  0.2629
H: 0.4725 -0.7610 4.0998  0.3644
H: -2.2032 -1.5073 0.7887  0.4239
H: 0.0033 1.5058 3.9235  0.2764
H: -2.4536 0.9228 0.4680  0.7672
H: -1.4475 2.4769 1.8753  0.3028
H: -1.5850 -4.1030 1.4521  0.3105
H: 0.1184 -4.6792 1.2395  0.3700

## Properties
Total charge ... +1
E_LUMO (alpha / beta) ... -4.337 / -8.081 eV
Energy ... -15836.1855 eV
Relative energy (zero: lowest compared OMol25 entry of this formula, charge and spin) ... 2.114 eV
HOMO energy (alpha / beta) ... -11.5 / -11.5 eV
Multiplicity ... 2
Kohn-Sham gap (alpha / beta) ... 7.151 / 3.401 eV

# 2
# C15H18ClNO4

A single C15H18ClNO4 molecule (ωB97M-V/def2-TZVPD, the OMol25 dataset).

Last column: Mulliken charge in e.
CARTESIAN COORDINATES (ANGSTROEM)
C: -3.1375 -0.6506 -1.9667  -1.6787
C: -3.0723 -0.4622 -0.4825  0.1316
C: -4.1142 0.1048 0.2436  0.6191
C: -4.0336 0.2976 1.6141  -0.6468
C: -2.8958 -0.0993 2.2897  -0.7250
C: -1.8497 -0.6859 1.6025  -0.1972
C: -1.9281 -0.8573 0.2259  0.3830
N: -0.8894 -1.4779 -0.4874  -0.1788
C: 0.4475 -1.2457 -0.4812  0.5534
O: 1.1741 -1.8900 -1.2139  -0.7092
C: 0.9613 -0.1497 0.4295  -1.1484
H: 0.1977 0.6251 0.5348  0.7106
H: 1.1588 -0.5741 1.4147  0.3533
C: 2.2377 0.4921 -0.1276  0.0079
C: 2.0534 2.0146 -0.2363  0.3332
O: 0.9910 2.5523 -0.0791  -0.6050
O: 3.1430 2.6984 -0.5592  -0.5433
H: 3.9419 2.1270 -0.5283  0.4877
C: 3.4944 0.1162 0.6855  -0.0966
C: 3.6996 -1.4110 0.7611  -0.4017
H: 3.4823 -1.8029 1.7521  0.4270
C: 5.1672 -1.6010 0.3746  -0.7010
H: 5.3511 -2.5473 -0.1265  0.3625
C: 5.3935 -0.4022 -0.5379  -0.4619
H: 6.4336 -0.0852 -0.6135  0.3541
H: 4.9967 -0.5986 -1.5431  0.2805
O: 4.6730 0.6525 0.0776  -0.5713
H: 5.8121 -1.5257 1.2509  0.2655
H: 3.0555 -1.9047 0.0337  0.1795
H: 3.4277 0.5694 1.6833  0.4079
H: 2.3959 0.1305 -1.1531  0.3256
H: -1.1820 -2.1270 -1.2089  0.2997
H: -0.9794 -1.0312 2.1357  0.4530
H: -2.8292 0.0383 3.3573  0.3913
H: -4.8592 0.7491 2.1403  0.4337
Cl: -5.5693 0.5968 -0.5549  -0.2529
H: -3.9602 -0.0810 -2.3875  0.4668
H: -2.2103 -0.3204 -2.4320  0.3214
H: -3.2937 -1.7018 -2.2140  0.3696

## Properties
E_LUMO ... 0.674 eV
Energy ... -38050.9429 eV
Relative energy (zero: lowest compared OMol25 entry of this formula, charge and spin) ... 0.148 eV
HOMO energy ... -9.0 eV
SMILES ... Cc1c(Cl)cccc1NC(=O)C[C@@H](C(=O)O)[C@H]1CCCO1
Kohn-Sham gap ... 9.723 eV

# 3
# C15H18CuNO3S

A molecular structure, C15H18CuNO3S (ωB97M-V/def2-TZVPD, the OMol25 dataset).

Last column: Mulliken charge in e.
CARTESIAN COORDINATES (ANGSTROEM)
Cu: -0.3693 0.8246 -0.3581  -0.2443
C: -4.2695 2.2697 0.7102  -1.4902
C: -3.2284 1.1860 0.6693  0.7888
C: -2.5624 0.7910 1.8279  -0.7124
C: -1.5706 -0.1824 1.7999  0.8051
C: -0.8241 -0.5713 3.0459  -1.4122
C: -1.2705 -0.8153 0.5820  -0.6434
C: -1.9574 -0.4697 -0.6066  0.4435
C: -1.8235 -1.3146 -1.8473  -1.6618
C: -2.9080 0.5664 -0.5379  -0.1709
H: -3.8356 3.2173 0.3847  0.2865
H: -4.6569 2.4031 1.7188  0.3881
H: -5.1027 2.0426 0.0459  0.3716
H: -2.8209 1.2574 2.7716  0.3792
H: 0.1504 -0.0785 3.0730  0.2622
H: -0.6441 -1.6452 3.0753  0.3785
H: -1.3725 -0.2795 3.9398  0.3953
H: -0.5919 -1.6620 0.5733  0.6622
H: -2.5604 -2.1194 -1.8104  0.3860
H: -0.8367 -1.7708 -1.9219  0.3694
H: -2.0158 -0.7337 -2.7489  0.3615
H: -3.4582 0.8326 -1.4338  0.4634
N: 1.0767 2.1273 0.1938  -0.3917
C: 1.9893 1.0761 -0.2485  1.4044
C: 3.0022 0.5926 0.5556  -0.7943
C: 3.7200 -0.5275 0.1456  -0.4605
C: 3.4283 -1.1363 -1.0608  -0.1686
C: 2.4315 -0.6262 -1.8838  -0.9979
C: 1.7030 0.4794 -1.4817  -0.5936
S: 4.3416 -2.5700 -1.7124  1.2434
O: 3.2856 -3.3935 -2.2757  -0.6831
O: 5.1951 -1.9134 -2.6868  -0.6559
O: 5.0189 -3.1330 -0.5633  -0.6879
H: 1.2851 2.4092 1.1423  0.2563
H: 1.1479 2.9503 -0.3954  0.2367
H: 3.2119 1.0738 1.5054  0.3465
H: 4.5005 -0.9473 0.7681  0.5010
H: 2.2472 -1.1359 -2.8216  0.4346
H: 0.9445 0.9261 -2.1334  0.6047

## Properties
E_LUMO ... -0.722 eV
Energy ... -78954.0131 eV
Relative energy (zero: lowest compared OMol25 entry of this formula, charge and spin) ... 0.085 eV
HOMO energy ... -7.8 eV
Kohn-Sham gap ... 7.109 eV

# 4
# C15H18N2O6S

A molecular structure, C15H18N2O6S at a distorted geometry (ωB97M-V/def2-TZVPD, the OMol25 dataset).

Last column: Mulliken charge in e.
CARTESIAN COORDINATES (ANGSTROEM)
O: 1.9406 1.7261 -4.1731  -0.6344
C: 2.1352 1.2745 -3.0727  0.5029
N: 2.0583 -0.0995 -2.8930  0.2100
H: 2.4053 -0.3679 -1.9961  0.1752
C: 1.7598 -0.7713 -3.8989  -1.2860
H: 1.7266 -0.4374 -4.8567  0.5443
H: 2.7569 -1.7922 -4.0111  0.2373
C: 0.4006 -1.6070 -3.5761  0.2446
C: -0.7059 -0.6306 -3.2910  -1.3039
H: -1.5857 -0.9446 -3.6738  0.4106
C: -0.9204 -0.9491 -1.8181  0.5071
H: -0.2776 -0.0689 -1.3286  -0.5556
C: -0.3551 -2.0142 -1.3678  -0.5963
H: -1.1990 -3.0383 -1.6710  0.1391
H: -0.0731 -2.2910 -0.4632  0.4152
O: 0.8595 -2.4567 -2.2815  -0.5130
H: -1.8046 -0.5776 -1.2444  0.5566
H: -0.3126 0.3079 -3.4792  0.5084
H: 0.0104 -2.4263 -4.2822  0.4277
C: 2.7708 2.0287 -2.0206  -0.2727
H: 1.9832 3.0403 -1.9677  0.2955
H: 3.8055 2.3799 -2.3560  0.2731
O: 2.8295 1.3135 -0.8338  -0.3278
C: 2.1399 1.5901 0.2006  0.6974
O: 0.9290 2.6196 -0.0430  -0.6584
C: 2.2580 0.8907 1.4712  -0.7634
H: 2.1186 1.5456 2.4323  0.4575
H: 3.2599 0.5502 1.3835  0.4176
S: 1.5923 -0.7508 1.3334  0.0051
C: -0.1234 -0.4105 2.0162  0.4990
C: -0.8065 0.8426 2.0081  0.1140
C: -2.0338 1.1324 2.5025  -1.2608
C: -2.7574 -0.1483 2.9302  0.2031
C: -2.1206 -1.2722 2.8071  -0.2586
C: -0.8504 -1.4702 2.2968  -0.3179
H: -0.5752 -2.6658 2.1314  0.1425
H: -2.8979 -2.1229 2.9952  0.3261
N: -3.9184 -0.1547 3.5337  0.7772
O: -4.4852 1.1335 3.5551  -0.5634
O: -4.6225 -1.1135 3.5776  -0.5268
H: -2.3606 1.9361 2.8458  0.7255
H: 0.0172 1.5556 1.7350  0.0266

## Properties
E_LUMO ... -1.708 eV
Energy ... -41930.4683 eV
Relative energy (zero: lowest compared OMol25 entry of this formula, charge and spin) ... 16.968 eV
HOMO energy ... -9.3 eV
Kohn-Sham gap ... 7.546 eV

# 5
# C15H18O

2 unconnected molecules or ions with the total composition C15H18O at a distorted geometry (ωB97M-V/def2-TZVPD, the OMol25 dataset).

Last column: Mulliken charge in e.
CARTESIAN COORDINATES (ANGSTROEM)
C: -3.5623 1.5377 0.2521  -0.6428
C: -4.3889 0.6719 -0.6177  -1.1755
C: -2.3455 0.7654 0.8493  0.6047
C: -2.0445 0.9564 2.1900  -0.3955
C: -1.6774 -0.2178 0.1348  -0.3006
C: -0.9144 0.3656 2.7269  -0.7326
C: -0.9209 -1.1934 0.7725  -0.7296
C: -0.5006 -0.8264 2.0366  0.4545
O: 0.4429 -1.5298 2.7792  -0.5695
H: -3.2678 2.4524 -0.2811  0.3388
H: -4.1467 2.0407 1.0014  0.3586
H: -3.9693 -0.1197 -1.2561  0.2507
H: -2.5265 1.7920 2.7697  0.2363
H: -1.9444 -0.4253 -0.9189  0.4107
H: -0.5862 0.5972 3.7175  0.4181
H: -0.9729 -2.2388 0.4998  0.4222
H: 1.2484 -0.9565 2.8094  0.3492
H: -5.0519 1.2430 -1.2934  0.3526
H: -5.2030 0.0750 -0.2050  0.3420
C: 1.3375 1.1417 -1.9951  -1.2072
C: 4.1997 -1.7460 -0.3845  -0.7869
C: 3.9776 -0.4765 0.1255  -0.2982
C: 3.5102 -1.9930 -1.5674  -0.1585
C: 3.0196 0.4535 -0.3229  -0.5187
C: 2.6371 -1.1236 -2.1424  -0.6760
C: 2.3763 0.1437 -1.5076  1.0144
H: 4.9007 -2.4107 0.0915  0.4530
H: 4.7203 -0.1545 0.8742  0.3109
H: 3.6011 -2.9464 -2.1177  0.2878
H: 2.9029 1.4010 0.1775  0.4251
H: 2.1053 -1.3548 -3.0554  0.3288
H: 0.8375 0.7825 -2.8675  0.3441
H: 1.6124 2.1725 -2.1222  0.3739
H: 0.5940 1.1210 -1.1527  0.1149

## Properties
E_LUMO ... 0.749 eV
Energy ... -17892.4876 eV
Relative energy (zero: lowest compared OMol25 entry of this formula, charge and spin) ... 2.184 eV
HOMO energy ... -8.5 eV
SMILES ... CCc1ccc(O)cc1.Cc1ccccc1
Kohn-Sham gap ... 9.242 eV

Question: The lowest relative energy (zero: lowest compared OMol25 entry of this formula, charge and spin) belongs to which entry?
Answer: C15H18CuNO3S

Repeat the fifth record exactly.
# C15H18O

2 unconnected molecules or ions with the total composition C15H18O at a distorted geometry (ωB97M-V/def2-TZVPD, the OMol25 dataset).

Last column: Mulliken charge in e.
CARTESIAN COORDINATES (ANGSTROEM)
C: -3.5623 1.5377 0.2521  -0.6428
C: -4.3889 0.6719 -0.6177  -1.1755
C: -2.3455 0.7654 0.8493  0.6047
C: -2.0445 0.9564 2.1900  -0.3955
C: -1.6774 -0.2178 0.1348  -0.3006
C: -0.9144 0.3656 2.7269  -0.7326
C: -0.9209 -1.1934 0.7725  -0.7296
C: -0.5006 -0.8264 2.0366  0.4545
O: 0.4429 -1.5298 2.7792  -0.5695
H: -3.2678 2.4524 -0.2811  0.3388
H: -4.1467 2.0407 1.0014  0.3586
H: -3.9693 -0.1197 -1.2561  0.2507
H: -2.5265 1.7920 2.7697  0.2363
H: -1.9444 -0.4253 -0.9189  0.4107
H: -0.5862 0.5972 3.7175  0.4181
H: -0.9729 -2.2388 0.4998  0.4222
H: 1.2484 -0.9565 2.8094  0.3492
H: -5.0519 1.2430 -1.2934  0.3526
H: -5.2030 0.0750 -0.2050  0.3420
C: 1.3375 1.1417 -1.9951  -1.2072
C: 4.1997 -1.7460 -0.3845  -0.7869
C: 3.9776 -0.4765 0.1255  -0.2982
C: 3.5102 -1.9930 -1.5674  -0.1585
C: 3.0196 0.4535 -0.3229  -0.5187
C: 2.6371 -1.1236 -2.1424  -0.6760
C: 2.3763 0.1437 -1.5076  1.0144
H: 4.9007 -2.4107 0.0915  0.4530
H: 4.7203 -0.1545 0.8742  0.3109
H: 3.6011 -2.9464 -2.1177  0.2878
H: 2.9029 1.4010 0.1775  0.4251
H: 2.1053 -1.3548 -3.0554  0.3288
H: 0.8375 0.7825 -2.8675  0.3441
H: 1.6124 2.1725 -2.1222  0.3739
H: 0.5940 1.1210 -1.1527  0.1149

## Properties
E_LUMO ... 0.749 eV
Energy ... -17892.4876 eV
Relative energy (zero: lowest compared OMol25 entry of this formula, charge and spin) ... 2.184 eV
HOMO energy ... -8.5 eV
SMILES ... CCc1ccc(O)cc1.Cc1ccccc1
Kohn-Sham gap ... 9.242 eV

Question: Among the records above, which one has the lowest relative energy (zero: lowest compared OMol25 entry of this formula, charge and spin)?
Answer: C15H18CuNO3S